--- a ---
The following is a DFT calculation (ωB97M-V/def2-TZVPD) of 2 unconnected molecules or ions with the total composition C3H10NO2.

```
! RIJCOSX wB97M-V def2-TZVPD def2/J DEFGRID3
* xyz -1 1
C 0.20785 1.79555 -0.02375
N 1.07286 1.02864 -0.94288
C 0.62436 -0.32149 -1.38184
O 0.15523 -1.20016 -0.47354
C 0.17093 1.16233 1.39661
H 0.69170 2.78462 0.07238
H -0.71399 2.03504 -0.56664
H 1.98656 0.89355 -0.52318
H 1.47773 -0.71885 -1.96164
H -0.13417 -0.14327 -2.19684
H 1.17045 1.43064 1.76054
H 0.25836 0.08530 1.23573
H -0.66198 1.61783 1.93993
H -1.53430 -3.00170 1.11980
H -1.35047 -1.68885 0.48229
O -2.00073 -2.14707 1.07300
*
```

As for the HOMO-LUMO gap: 7.34 eV.

Atom charges from the Mulliken analysis, given in e for atoms 1 to 2: C -0.44; N -0.43

***

--- b ---
The following is a DFT calculation (ωB97M-V/def2-TZVPD) of 2 unconnected molecules or ions with the total composition C3H10NO2.

```
! RIJCOSX wB97M-V def2-TZVPD def2/J DEFGRID3
* xyz -1 1
C 0.63360 -1.19979 -1.31960
C -0.36825 -0.42032 -0.42407
C 0.29208 0.80870 0.29737
O -0.46628 1.49116 1.17437
N 0.23884 -2.49720 -1.89228
H 1.58980 -1.25661 -0.79008
H 0.84452 -0.61517 -2.22044
H -1.07863 0.04699 -1.10705
H -0.72001 -1.07868 0.38555
H 0.52627 1.52939 -0.53905
H 1.28204 0.41475 0.62468
H -0.53356 -2.28578 -2.51068
H -0.16381 -3.12745 -1.20480
H -1.11133 3.36399 3.15063
H -0.37692 2.13209 2.79420
O -0.58837 2.69393 3.58125
*
```

As for the HOMO-LUMO gap: 6.99 eV.

Atom charges from the Mulliken analysis, given in e for atoms 1 to 2: C -0.56; C -0.32

***

On energetic grounds, b is preferred over the next structure by 1.9 kcal/mol.